Molecular formula: C47H62F8N2O10S2
Method: DFT, ωB97M-V with the def2-TZVPD basis set

* HOMO energy: -7.5 eV
* SMILES: C=CC[C@]1(CCOCC(F)(F)C(F)(F)C(F)(F)C(F)F)NC(=O)[C@@H](CCCSC(=S)N(c2ccccc2)c2ccccc2)[C@@]1(C=C)CCOC=O.CCOC(C)=O.CCOC(C)=O.CCOC(C)=O
* calculated total energy: -116604.688 eV

```
131
Properties=species:S:1:pos:R:3:lowdin_charge:R:1
C 6.168 -2.303 0.506 0.0039
C 5.916 -1.240 -0.298 -0.1728
C 6.171 0.152 0.237 -0.1343
C 4.937 0.830 0.935 -0.3499
C 5.669 1.902 1.812 -0.0825
C 4.848 3.032 2.417 -0.1921
O 5.762 4.031 2.883 -0.0962
C 5.242 4.792 3.944 -0.0823
C 4.994 6.257 3.493 -0.3849
F 5.499 6.517 2.273 0.1381
F 5.667 7.071 4.358 0.1027
C 3.483 6.692 3.612 -0.3490
F 3.334 7.100 4.900 0.1395
F 2.632 5.665 3.447 0.1451
C 3.138 7.924 2.733 -0.3647
F 4.100 8.863 2.835 0.1443
F 2.023 8.486 3.253 0.1401
C 2.893 7.622 1.218 -0.2721
F 3.150 6.329 0.887 0.0769
F 1.617 7.891 0.898 0.1084
N 4.415 -0.091 1.954 0.1134
C 3.122 0.383 2.391 -0.3693
O 2.570 0.138 3.433 0.1262
C 2.584 1.209 1.182 -0.1377
C 1.784 2.479 1.567 -0.1303
C 0.422 2.033 2.172 -0.2441
C -0.514 3.247 2.367 -0.4452
S -2.289 2.815 2.451 0.8705
C -2.423 1.023 2.620 -1.0243
S -2.196 0.323 4.078 0.7121
N -2.791 0.211 1.514 -0.0565
C -2.687 0.868 0.227 -0.2603
C -3.761 1.644 -0.159 -0.0600
C -3.756 2.343 -1.339 -0.0828
C -2.669 2.287 -2.188 -0.0869
C -1.601 1.500 -1.818 -0.0861
C -1.606 0.811 -0.629 -0.0315
C -2.206 -1.119 1.532 -0.2882
C -3.082 -2.185 1.550 -0.0064
C -2.604 -3.472 1.606 -0.0740
C -1.253 -3.748 1.624 -0.0694
C -0.372 -2.682 1.609 -0.0744
C -0.859 -1.401 1.570 -0.0733
C 3.715 1.267 0.056 -0.2538
C 3.140 0.232 -0.929 -0.0998
C 2.089 0.500 -1.708 0.0233
C 3.936 2.611 -0.668 -0.0792
C 4.378 2.521 -2.140 -0.1617
O 5.388 1.532 -2.375 -0.0309
C 5.586 1.250 -3.676 -0.2998
O 4.722 1.161 -4.521 0.0628
H 7.132 -2.379 1.014 0.0652
H 5.401 -3.058 0.696 0.0617
H 5.531 -1.403 -1.307 0.0959
H 6.655 0.841 -0.464 0.1074
H 6.899 0.032 1.056 0.1185
H 6.165 1.365 2.624 0.1341
H 6.484 2.351 1.222 0.1287
H 4.146 3.530 1.739 0.1005
H 4.241 2.620 3.241 0.1294
H 6.033 4.857 4.705 0.1468
H 4.371 4.353 4.440 0.1383
H 3.590 8.246 0.642 0.1742
H 4.198 -1.034 1.628 0.1256
H 1.773 0.540 0.863 0.1206
H 1.519 3.130 0.724 0.1104
H 2.249 3.105 2.337 0.0986
H 0.534 1.573 3.155 0.1039
H -0.058 1.389 1.431 0.0647
H -0.401 3.926 1.512 0.0716
H -0.243 3.799 3.274 0.0758
H -4.630 1.730 0.490 0.1231
H -4.634 2.935 -1.588 0.1089
H -2.677 2.861 -3.110 0.1054
H -0.756 1.477 -2.502 0.0981
H -0.723 0.229 -0.378 0.0956
H -4.160 -2.057 1.549 0.1257
H -3.284 -4.327 1.651 0.0765
H -0.863 -4.761 1.672 0.1072
H 0.702 -2.854 1.642 0.1054
H -0.122 -0.602 1.573 0.0869
H 3.520 -0.787 -0.994 0.1044
H 1.350 1.261 -1.448 0.0664
H 2.029 -0.046 -2.648 0.0812
H 4.675 3.251 -0.173 0.1151
H 3.020 3.218 -0.686 0.1192
H 4.814 3.499 -2.398 0.1370
H 3.501 2.413 -2.781 0.1114
H 6.637 1.050 -3.963 0.1579
O -4.504 -5.380 0.625 0.0741
C -5.676 -5.653 0.550 -0.5066
O -6.458 -4.957 -0.284 0.0114
C -7.811 -5.319 -0.587 -0.2239
C -8.777 -4.774 0.440 -0.0725
C -6.295 -6.700 1.444 0.0204
H -7.905 -6.400 -0.711 0.1153
H -8.024 -4.878 -1.559 0.1215
H -8.584 -5.183 1.429 0.0569
H -9.802 -5.013 0.167 0.0672
H -8.675 -3.689 0.516 0.0860
H -6.535 -6.248 2.405 0.1002
H -5.565 -7.493 1.595 0.0908
H -7.185 -7.166 1.030 0.0687
O -10.447 -6.779 1.819 0.0969
C -11.610 -7.063 1.732 -0.5145
O -12.393 -6.370 0.885 0.0002
C -13.738 -6.738 0.563 -0.2331
C -14.721 -6.193 1.578 -0.0639
C -12.230 -8.119 2.615 0.0143
H -13.826 -7.818 0.436 0.1139
H -13.940 -6.295 -0.411 0.1231
H -14.540 -6.602 2.573 0.0679
H -15.744 -6.434 1.288 0.0827
H -14.623 -5.110 1.655 0.0848
H -12.486 -7.672 3.575 0.0982
H -11.495 -8.905 2.773 0.0917
H -13.111 -8.594 2.189 0.0698
O 10.024 0.405 -7.169 0.1048
C 8.943 0.821 -7.483 -0.5337
O 7.857 0.431 -6.791 -0.0041
C 6.553 1.009 -6.958 -0.2356
C 5.801 0.353 -8.097 -0.0548
C 8.766 1.704 -8.696 0.0087
H 6.618 2.093 -7.070 0.1204
H 6.023 0.827 -6.029 0.0664
H 6.309 0.498 -9.052 0.0664
H 4.794 0.762 -8.176 0.0838
H 5.732 -0.723 -7.933 0.0859
H 8.703 1.078 -9.585 0.0953
H 9.638 2.350 -8.777 0.0896
H 7.896 2.355 -8.648 0.0676
```